(1)
118
Properties=species:S:1:pos:R:3:forces:R:3 method="wB97M-V/def2-TZVPD" homo_energy_ev=-12.5131 largest_force_ev_per_a=0.58 total_energy_ha=-7584.29667 charge=+2
Mg -0.159 0.558 0.668 -0.26 0.52 -0.01
N -2.482 3.581 2.729 0.00 0.02 -0.01
C -1.753 4.152 3.810 -0.02 -0.01 0.00
C -2.417 4.722 4.881 -0.01 0.00 0.02
C -1.682 5.250 5.935 0.01 0.00 -0.01
C -0.298 5.173 5.932 -0.01 0.00 -0.01
C 0.361 4.572 4.867 0.01 0.01 0.02
C -0.370 4.086 3.797 0.03 0.02 0.00
S 0.414 3.436 2.356 0.00 -0.03 -0.01
N -0.746 2.273 1.870 0.06 -0.06 -0.01
C -1.999 2.523 2.034 0.00 -0.03 -0.01
C -2.960 1.565 1.404 0.02 -0.02 0.02
C -4.333 1.692 1.507 -0.04 0.00 0.00
C -5.150 0.751 0.891 -0.01 0.00 -0.01
C -4.563 -0.295 0.207 0.02 -0.01 0.00
C -3.179 -0.351 0.151 -0.01 0.01 0.00
N -2.388 0.558 0.719 0.04 -0.06 -0.08
H -3.481 3.668 2.805 -0.01 0.02 -0.01
H -3.499 4.764 4.893 0.00 0.00 0.00
H -2.198 5.715 6.764 0.00 0.00 0.00
H 0.271 5.580 6.756 0.00 0.00 0.00
H 1.442 4.511 4.857 -0.01 -0.01 -0.01
H -4.795 2.502 2.051 0.01 -0.01 0.01
H -6.226 0.839 0.956 0.00 0.00 0.00
H -5.151 -1.061 -0.277 -0.01 0.01 0.00
H -2.692 -1.168 -0.365 0.01 0.01 0.01
C 4.501 -0.457 -2.264 0.04 -0.01 -0.04
Sb 3.272 1.159 -1.581 -0.02 0.01 -0.02
C 4.893 2.427 -0.969 0.02 0.00 0.00
C 3.018 2.070 -3.522 -0.01 -0.03 -0.02
C 1.852 1.502 -4.271 0.00 0.06 -0.02
C 2.042 0.343 -5.026 -0.04 0.01 -0.01
C 1.017 -0.221 -5.768 0.02 0.01 0.00
C -0.229 0.390 -5.785 -0.01 -0.01 0.00
C -0.434 1.537 -5.037 0.00 0.01 0.02
C 0.580 2.099 -4.260 0.02 -0.04 0.03
C 0.268 3.318 -3.445 0.01 0.04 -0.06
Sb -0.552 2.849 -1.505 0.03 -0.15 0.08
C -0.828 4.839 -0.791 -0.04 0.04 -0.01
C -2.554 2.534 -2.194 -0.01 0.01 -0.05
H 5.346 -0.064 -2.829 0.00 0.00 0.01
H 3.917 -1.118 -2.902 0.01 0.03 0.00
H 4.875 -1.040 -1.422 0.00 0.01 -0.01
H 5.495 2.696 -1.837 -0.01 -0.01 -0.01
H 5.536 1.909 -0.258 -0.01 -0.01 0.03
H 4.515 3.335 -0.502 -0.01 0.00 0.00
H 3.948 1.880 -4.059 0.00 -0.02 0.01
H 2.949 3.146 -3.372 -0.02 0.01 0.01
H 3.029 -0.106 -5.056 0.00 0.00 0.01
H 1.201 -1.109 -6.358 0.00 0.00 0.00
H -1.029 -0.013 -6.392 0.00 0.00 0.00
H -1.400 2.029 -5.074 0.01 0.00 0.00
H -0.513 3.911 -3.925 0.00 -0.01 0.01
H 1.122 3.975 -3.296 0.02 -0.03 0.02
H -1.102 5.486 -1.623 0.00 -0.01 -0.01
H 0.079 5.214 -0.321 0.01 0.00 -0.01
H -1.632 4.853 -0.054 0.02 -0.01 0.01
H -2.928 3.450 -2.649 0.01 0.00 -0.01
H -3.214 2.249 -1.375 0.00 0.01 0.02
H -2.557 1.738 -2.939 -0.01 0.01 0.02
C 1.072 -4.171 3.291 0.00 -0.01 -0.01
C 1.430 -2.981 2.395 0.00 -0.03 0.05
Ge -0.202 -2.194 1.643 0.05 -0.08 0.10
C -0.971 -1.068 3.091 -0.09 -0.04 -0.04
C -2.372 -1.540 3.484 0.01 0.02 0.01
C -1.415 -3.546 0.949 0.02 -0.03 -0.03
C -1.383 -3.521 -0.399 0.01 0.05 0.11
Ge -0.109 -2.080 -0.887 0.08 -0.09 -0.09
C -0.796 -0.734 -2.178 0.00 -0.04 -0.03
C -1.777 -1.349 -3.183 0.03 0.00 0.01
C 1.696 -2.662 -1.400 0.01 0.04 -0.06
C 1.876 -3.006 -2.879 -0.04 0.08 0.00
C -2.118 -4.450 -1.278 0.02 0.00 -0.04
C -3.306 -5.051 -0.852 -0.03 0.03 0.01
C -3.975 -5.948 -1.667 0.00 -0.02 -0.03
C -3.469 -6.265 -2.922 -0.02 0.00 0.02
C -2.296 -5.670 -3.361 0.02 0.03 0.01
C -1.635 -4.763 -2.547 -0.03 -0.02 -0.02
H 1.959 -4.607 3.750 0.01 0.01 0.00
H 0.577 -4.959 2.722 0.00 0.00 0.00
H 0.399 -3.877 4.101 0.00 0.00 0.00
H 2.115 -3.287 1.602 0.00 -0.01 -0.03
H 1.926 -2.200 2.975 -0.02 -0.01 -0.02
H -0.992 0.002 2.885 0.05 0.04 0.03
H -0.268 -1.186 3.920 -0.01 -0.03 0.00
H -3.080 -1.416 2.661 0.00 -0.02 0.03
H -2.752 -0.981 4.341 0.00 0.00 0.00
H -2.380 -2.596 3.752 0.00 0.00 0.01
H -1.965 -4.304 1.503 -0.01 0.00 -0.01
H 0.060 -0.287 -2.694 0.00 -0.02 -0.01
H -1.307 0.084 -1.667 0.02 -0.01 0.02
H -1.273 -2.035 -3.862 0.02 -0.04 0.00
H -2.231 -0.568 -3.794 0.00 0.00 -0.01
H -2.575 -1.907 -2.689 -0.01 0.00 -0.01
H 1.969 -3.509 -0.768 -0.02 -0.02 0.01
H 2.361 -1.836 -1.126 -0.02 -0.04 0.03
H 1.306 -3.891 -3.161 0.00 -0.01 -0.01
H 2.922 -3.220 -3.104 0.01 -0.02 0.01
H 1.563 -2.181 -3.526 -0.01 -0.04 0.01
H -3.717 -4.807 0.120 0.02 0.01 0.01
H -4.894 -6.404 -1.325 0.00 0.00 0.00
H -3.992 -6.969 -3.555 0.00 0.00 0.00
H -1.896 -5.911 -4.337 -0.01 0.00 0.00
H -0.722 -4.302 -2.901 0.03 0.04 0.00
O 1.530 0.327 1.593 0.04 -0.11 0.06
S 2.856 1.001 1.966 -0.03 0.02 -0.01
C 2.900 1.003 3.787 -0.07 -0.05 -0.01
C 3.860 -0.097 4.241 0.02 0.02 0.02
C 4.898 -0.249 3.130 0.01 -0.01 0.00
C 4.102 -0.306 1.832 0.04 0.01 0.01
H 1.865 0.869 4.099 0.00 0.03 0.03
H 3.225 1.999 4.087 0.05 0.00 -0.03
H 3.320 -1.034 4.382 0.01 0.00 -0.02
H 4.320 0.163 5.192 -0.01 -0.01 0.01
H 5.504 -1.147 3.244 0.00 -0.01 0.01
H 5.581 0.603 3.123 -0.01 0.00 0.00
H 3.536 -1.234 1.737 -0.02 0.02 -0.02
H 4.688 -0.143 0.930 0.02 0.02 0.00

(2)
153
Properties=species:S:1:pos:R:3:forces:R:3 method="wB97M-V/def2-TZVPD" de_lowest_kcal_mol=111.6 homo_energy_ev=-2.3504 largest_force_ev_per_a=2.91 total_energy_ha=-10320.26152 charge=-2
Sr 0.909 0.113 0.321 -2.77 0.84 0.32
N -1.288 -1.170 1.271 0.15 -0.53 0.17
C -0.820 -2.372 1.861 0.02 0.13 -0.29
C -1.343 -2.899 3.008 -0.07 -0.08 0.15
C -0.845 -4.109 3.542 -0.07 0.09 -0.04
C 0.150 -4.785 2.903 0.03 0.03 -0.05
C 0.725 -4.249 1.727 0.08 -0.21 0.10
C 1.780 -4.892 1.034 -0.02 -0.14 0.17
C 2.325 -4.306 -0.052 0.00 0.20 -0.13
C 1.831 -3.045 -0.463 -0.10 -0.09 -0.09
N 0.843 -2.425 0.124 -0.09 -0.75 0.44
C 0.271 -3.031 1.220 0.00 0.35 -0.28
H -1.479 -1.343 0.283 -0.12 -0.06 -0.02
H -2.124 -0.810 1.711 0.09 -0.02 -0.04
H -2.167 -2.391 3.498 -0.02 0.00 0.01
H -1.278 -4.506 4.452 -0.02 0.01 0.02
H 0.528 -5.723 3.292 0.02 -0.01 0.01
H 2.138 -5.849 1.399 0.01 0.01 0.01
H 3.134 -4.760 -0.605 0.00 -0.01 -0.03
H 2.266 -2.550 -1.323 0.04 0.01 0.02
Se 3.286 5.165 -4.681 -0.01 0.14 0.08
P 3.193 5.040 -2.569 0.14 0.02 0.06
C 4.713 4.396 -1.789 0.09 0.08 0.01
C 5.947 4.550 -2.410 -0.03 0.00 -0.03
C 7.103 4.124 -1.771 -0.03 -0.03 -0.02
C 7.027 3.519 -0.523 -0.05 -0.01 -0.03
C 5.794 3.333 0.087 0.00 0.01 -0.03
C 4.640 3.778 -0.539 0.02 -0.01 -0.06
C 3.008 6.721 -1.846 0.20 -0.11 -0.13
C 1.971 7.160 -1.035 -0.27 0.03 0.08
C 1.946 8.478 -0.590 0.06 -0.02 -0.04
C 2.956 9.360 -0.935 0.05 -0.04 -0.03
C 4.001 8.921 -1.742 -0.05 0.04 0.03
C 4.020 7.615 -2.198 0.02 0.01 0.00
C 1.956 3.982 -1.855 -0.09 0.99 -0.08
C 1.554 2.687 -2.108 0.24 -0.54 -0.18
N 0.786 2.326 -1.076 -0.56 0.22 0.39
N 0.673 3.356 -0.243 0.31 -0.02 -0.46
N 1.377 4.377 -0.699 -0.13 -0.64 0.25
P 1.860 1.488 -3.406 -0.22 -0.10 -0.03
Se 1.080 -0.453 -2.993 0.12 0.15 -0.05
C 1.060 2.170 -4.889 -0.04 -0.01 0.00
C 0.174 3.235 -4.788 0.04 0.04 -0.02
C -0.529 3.669 -5.904 0.02 0.00 -0.02
C -0.346 3.048 -7.129 0.05 -0.04 0.08
C 0.532 1.975 -7.232 -0.02 0.04 -0.03
C 1.223 1.532 -6.117 -0.01 -0.11 0.01
C 3.643 1.452 -3.654 0.20 -0.01 -0.02
C 4.385 0.932 -2.592 -0.02 -0.05 0.06
C 5.759 0.797 -2.713 -0.05 0.07 -0.06
C 6.392 1.177 -3.891 -0.03 0.02 0.03
C 5.655 1.707 -4.941 -0.01 -0.02 0.06
C 4.279 1.851 -4.823 0.01 0.01 -0.12
H 5.986 4.977 -3.406 0.02 0.01 0.00
H 8.061 4.238 -2.262 0.02 0.01 -0.01
H 7.926 3.160 -0.038 0.02 0.00 0.01
H 5.721 2.811 1.031 -0.02 -0.06 0.01
H 3.681 3.613 -0.068 -0.02 -0.01 0.06
H 1.198 6.466 -0.730 0.13 0.15 -0.06
H 1.130 8.803 0.043 -0.02 0.02 0.01
H 2.935 10.382 -0.579 0.00 0.02 0.01
H 4.799 9.597 -2.021 0.00 0.02 0.00
H 4.822 7.290 -2.849 0.00 -0.03 -0.01
H 0.041 3.737 -3.839 -0.02 0.00 0.01
H -1.214 4.503 -5.813 -0.01 0.02 0.01
H -0.890 3.390 -8.000 -0.01 0.01 -0.02
H 0.666 1.473 -8.182 0.01 -0.01 0.00
H 1.869 0.665 -6.195 0.01 0.01 0.03
H 3.894 0.629 -1.668 0.06 0.03 -0.06
H 6.321 0.396 -1.881 0.04 0.00 0.03
H 7.467 1.074 -3.985 0.01 -0.01 0.00
H 6.150 2.024 -5.850 0.01 0.01 -0.02
H 3.715 2.298 -5.633 0.03 -0.06 0.08
C -5.553 1.961 0.084 -0.03 -0.10 0.02
N -4.414 1.299 0.683 -0.06 0.19 0.09
C -4.421 1.333 2.128 -0.07 -0.11 -0.04
C -3.195 1.246 -0.007 -0.05 -0.28 -0.34
N -2.048 1.626 0.459 -0.11 0.34 0.16
C -2.033 2.744 1.306 0.09 -0.12 -0.07
C -2.888 3.828 1.102 -0.05 0.05 -0.18
C -2.870 4.959 1.904 0.13 0.00 0.16
C -1.940 5.040 2.934 -0.11 -0.03 -0.15
C -1.042 3.999 3.110 0.03 -0.01 0.09
C -1.062 2.847 2.318 0.09 -0.14 -0.03
N -0.054 1.892 2.446 0.21 -0.10 -0.12
C 0.410 1.665 3.643 0.40 0.19 0.27
N 1.736 1.644 3.904 -0.06 -0.15 -0.17
C 2.666 2.314 3.007 0.10 -0.04 -0.06
C 2.350 0.771 4.895 -0.07 0.10 -0.02
N -0.404 1.447 4.742 -0.22 -0.03 -0.03
C -0.177 2.149 5.983 0.01 -0.03 0.05
C -1.767 1.040 4.510 -0.05 -0.05 0.08
N -3.285 0.690 -1.248 0.01 -0.04 0.15
C -4.275 -0.303 -1.625 -0.17 0.09 -0.09
C -2.158 0.777 -2.163 -0.01 -0.02 0.01
H -5.635 2.998 0.436 -0.02 -0.01 0.01
H -6.478 1.438 0.348 0.00 -0.01 0.00
H -5.464 1.968 -0.997 0.04 0.01 -0.07
H -4.358 2.348 2.537 -0.03 -0.01 0.01
H -3.580 0.762 2.514 -0.02 0.03 -0.02
H -5.347 0.866 2.476 0.01 -0.01 0.02
H -3.573 3.784 0.261 0.06 0.03 0.03
H -3.552 5.776 1.704 -0.02 0.03 0.00
H -1.876 5.920 3.561 -0.02 0.02 0.01
H -0.255 4.089 3.852 -0.01 0.03 -0.01
H 2.114 2.978 2.343 -0.01 -0.03 -0.02
H 3.244 1.603 2.414 -0.04 -0.04 -0.01
H 3.369 2.898 3.611 -0.03 0.02 0.03
H 2.939 1.368 5.601 0.01 0.00 0.00
H 2.997 0.051 4.394 0.01 -0.08 -0.08
H 1.578 0.239 5.445 0.04 -0.07 -0.06
H 0.854 2.491 6.033 -0.03 0.04 0.01
H -0.364 1.498 6.843 0.00 -0.03 -0.01
H -0.843 3.019 6.060 0.00 0.01 0.00
H -1.813 0.480 3.578 0.06 0.01 0.04
H -2.456 1.892 4.434 0.02 -0.02 0.03
H -2.090 0.390 5.328 -0.02 0.00 0.02
H -4.787 0.016 -2.539 -0.05 0.02 0.01
H -5.010 -0.436 -0.838 0.00 0.00 0.06
H -3.798 -1.265 -1.826 0.01 0.10 0.04
H -2.521 1.003 -3.169 -0.05 0.01 -0.03
H -1.623 -0.174 -2.217 -0.01 0.04 0.03
H -1.472 1.552 -1.833 0.01 -0.01 0.00
O 3.127 -2.220 2.649 -0.74 0.19 0.57
S 3.666 -0.822 1.037 0.71 0.53 0.12
O 4.896 -0.280 1.635 0.04 -0.02 0.19
O 3.051 0.376 0.242 1.74 0.10 0.02
O 2.506 -0.897 2.236 0.88 -0.44 -0.82
C -1.896 -3.138 -5.024 -0.04 0.29 -0.20
C -2.975 -4.131 -4.640 0.05 0.01 -0.12
C -4.292 -3.461 -4.289 -0.08 0.10 -0.08
O -2.613 -5.000 -3.569 -0.17 -0.34 -0.05
P -1.545 -4.661 -2.401 0.30 0.21 0.11
S 0.299 -4.879 -2.994 0.09 -0.18 0.00
S -2.039 -2.917 -1.606 0.10 0.15 0.21
O -1.902 -5.894 -1.434 0.47 -0.11 0.04
C -3.169 -6.318 -0.954 -0.08 0.02 0.10
C -3.771 -7.324 -1.922 -0.12 0.01 -0.03
C -4.112 -5.177 -0.628 -0.34 -0.06 0.07
H -2.196 -2.675 -5.967 0.04 0.09 -0.03
H -0.934 -3.627 -5.156 -0.03 -0.03 -0.04
H -1.772 -2.361 -4.265 -0.02 -0.09 -0.14
H -3.130 -4.812 -5.485 -0.02 0.03 -0.02
H -4.166 -2.891 -3.369 -0.01 0.02 -0.04
H -5.076 -4.205 -4.139 -0.02 -0.04 0.02
H -4.603 -2.784 -5.090 0.00 -0.01 -0.01
H -2.923 -6.838 -0.022 -0.06 0.01 0.01
H -3.986 -6.845 -2.877 -0.02 0.01 0.02
H -4.697 -7.734 -1.508 0.01 -0.02 0.00
H -3.072 -8.140 -2.101 0.04 -0.03 0.01
H -4.393 -4.615 -1.522 0.01 -0.10 0.07
H -3.663 -4.471 0.069 0.01 -0.08 -0.01
H -5.013 -5.604 -0.180 -0.07 0.00 0.03

(3)
16
Properties=species:S:1:pos:R:3:forces:R:3 method="wB97M-V/def2-TZVPD" de_lowest_kcal_mol=57.0 homo_energy_ev=-9.6683 largest_force_ev_per_a=6.50 total_energy_ha=-437.25665 smiles="O=CNCO.O.O"
O -0.401 1.990 -3.566 1.10 -0.28 -2.07
C 0.366 1.056 -3.343 -1.81 1.62 1.77
N 0.345 0.621 -2.068 1.48 -4.68 0.39
C -0.662 1.148 -1.167 0.11 -0.54 -1.72
O 0.036 2.082 -0.442 1.03 3.00 1.39
H 1.082 0.567 -3.983 0.28 -0.05 -0.73
H 0.919 -0.264 -1.786 -1.56 2.42 -0.75
H -1.433 1.575 -1.784 -0.09 0.53 -0.36
H -1.268 0.344 -0.677 1.50 0.75 0.87
H 0.519 2.828 -1.000 -2.04 -2.74 1.19
O -2.124 -0.233 1.665 0.59 -2.49 -1.08
H -1.572 -1.065 1.441 -1.20 2.34 0.87
H -1.584 0.372 2.164 0.61 0.12 0.23
O 1.535 -3.710 5.010 -0.79 -5.90 -2.62
H 2.076 -3.019 5.106 2.96 4.69 1.00
H 2.169 -4.293 4.430 -2.18 1.21 1.62

(4)
20
Properties=species:S:1:pos:R:3:forces:R:3 method="wB97M-V/def2-TZVPD" de_lowest_kcal_mol=85.7 homo_energy_ev=-8.5144 largest_force_ev_per_a=12.05 total_energy_ha=-311.84989
C -2.706 0.646 -0.599 -0.27 0.90 2.91
C -1.706 0.005 0.064 0.64 0.86 0.94
C -1.101 0.292 1.434 -2.38 5.70 -1.78
C -0.812 -0.911 -0.581 -3.18 -0.45 -4.41
C 0.449 -1.188 -0.397 -4.48 -4.26 -5.80
C 1.450 -0.933 0.372 8.01 5.56 7.08
C 2.233 0.241 0.322 -1.65 -3.40 -0.97
C 1.981 1.330 -0.700 3.30 -1.74 0.08
H -3.263 1.537 -0.002 1.15 -2.34 -1.79
H -3.050 0.270 -1.567 0.16 0.53 0.29
H -1.740 1.164 1.859 1.28 -1.19 -0.31
H -1.050 -0.398 2.165 -0.27 -3.04 1.97
H -0.076 0.635 1.287 -0.22 0.27 0.07
H -1.310 -1.242 -1.594 1.21 -0.16 1.91
H 0.823 -2.029 -1.048 -0.69 0.60 -0.21
H 1.586 -1.595 1.247 0.63 -0.03 -0.67
H 3.201 0.245 0.774 0.19 0.06 1.01
H 1.419 0.782 -1.497 -0.11 1.73 0.41
H 3.082 1.603 -1.047 -2.42 -0.23 0.18
H 1.649 2.144 -0.068 -0.91 0.62 -0.90

(5)
14
Properties=species:S:1:pos:R:3:forces:R:3 method="wB97M-V/def2-TZVPD" de_lowest_kcal_mol=106.7 homo_energy_ev=-14.9571 largest_force_ev_per_a=5.60 total_energy_ha=-249.65504 smiles="C[N@@H+]1CC12C=C2" charge=+1
C 0.092 -0.345 -1.828 1.05 -0.17 -0.12
N 0.173 -0.675 -0.395 1.37 0.37 2.59
C -0.960 -0.959 0.631 2.06 1.90 -0.37
C -0.158 0.241 0.771 2.71 3.46 1.43
C 0.912 1.013 1.656 -4.56 -0.23 -3.24
C 0.034 1.747 0.971 0.85 -3.79 0.38
H -0.507 0.555 -1.929 -0.74 -0.45 -0.19
H 1.082 -0.016 -2.304 -1.08 -0.98 1.14
H -0.267 -1.310 -2.193 -0.22 0.78 -1.17
H 1.021 -1.147 -0.005 -0.82 0.03 -1.44
H -0.681 -1.734 1.251 0.25 -1.85 1.10
H -1.956 -0.881 0.378 -1.90 0.01 -1.16
H 1.646 0.885 2.382 1.12 -0.01 0.95
H -0.431 2.626 0.613 -0.06 0.92 0.09